[1]
C6H7ClSSi | ωB97M-V with the def2-TZVPD basis set

Last column: Mulliken charge in e.
Geometry (Å):
1 H -1.177 -0.141 1.612  -0.104
2 S 1.279 -3.484 -1.156  -0.366
3 Si -0.247 0.834 1.877  0.606
4 C -0.185 0.867 -0.730  -0.954
5 Cl -0.717 2.808 1.778  -0.203
6 H -1.466 0.352 -2.228  0.416
7 C -0.839 -0.069 -1.524  -0.450
8 H -1.205 -2.019 -2.250  0.354
9 H 1.910 -1.388 0.689  0.394
10 C 0.835 0.387 0.197  0.493
11 C 1.065 -1.036 0.117  -0.722
12 H -0.292 1.899 -0.889  0.544
13 C 0.611 -1.917 -0.849  -0.070
14 C -0.515 -1.424 -1.607  -0.315
15 H 1.741 0.873 0.444  0.476
16 H 0.285 0.412 3.187  -0.100

Computed properties:
net charge = 0

---

[2]
C5H8N2 | ωB97M-V with the def2-TZVPD basis set

Last column: Mulliken charge in e.
Geometry (Å):
1 H -2.212 -1.092 -1.324  0.228
2 H 0.511 1.630 -0.313  0.262
3 N 0.547 -0.406 0.114  -0.111
4 C 1.531 -0.800 -0.865  -0.923
5 H 1.472 1.234 1.139  0.356
6 C 0.572 0.976 0.577  -0.442
7 C -0.736 1.084 1.324  -0.470
8 C -0.802 -0.614 -0.179  0.441
9 H -0.950 1.852 2.057  0.381
10 H 1.400 -1.860 -1.094  0.326
11 N -1.197 -1.141 -1.269  -0.687
12 H -2.564 -0.098 1.187  0.401
13 C -1.544 0.120 0.887  -0.396
14 H 1.439 -0.231 -1.801  0.330
15 H 2.530 -0.652 -0.439  0.305

Computed properties:
net charge = 0
SMILES = [H]/N=C1\C=CCN1C

---

[3]
C26H52O52S13 | ωB97M-V with the def2-TZVPD basis set

Last column: Mulliken charge in e.
Geometry (Å):
1 O -1.260 1.446 -0.638  -0.428
2 C -2.295 -3.299 -4.045  -0.634
3 C -0.601 -2.119 -1.271  1.118
4 S -1.660 5.761 -2.094  1.138
5 S -3.158 3.392 2.322  1.046
6 H 5.922 -3.817 -0.144  0.258
7 O -5.265 -1.895 -0.444  -0.408
8 H -5.064 0.937 1.127  0.172
9 O 2.594 -1.437 4.921  -0.371
10 C 3.409 4.572 -3.168  0.230
11 H -1.689 -5.817 1.951  0.444
12 H -0.988 3.188 -5.707  0.577
13 O 3.450 -4.737 1.317  -0.493
14 O -2.520 -3.257 4.870  -0.529
15 H 1.656 -1.871 -1.314  0.004
16 O 2.040 1.575 -2.814  0.412
17 S -3.570 -5.334 -3.799  1.116
18 H 0.632 -1.419 5.532  0.222
19 H -1.868 1.019 3.870  0.144
20 C 0.490 5.083 -1.030  0.494
21 H 4.815 1.567 0.815  0.618
22 O 2.236 3.998 -3.682  -0.378
23 O 3.997 -1.038 -1.310  -0.283
24 O 4.729 -0.185 4.356  -0.505
25 O -1.542 5.994 -0.513  -0.353
26 C -2.393 -5.131 0.034  0.028
27 H -0.987 2.881 -3.085  -0.154
28 S -0.775 -0.015 -5.003  1.431
29 O -5.337 -2.836 1.851  -0.701
30 O -3.281 -3.098 0.457  -0.234
31 H -1.830 -4.060 1.902  0.017
32 O 5.573 -0.968 0.645  -0.266
33 O -1.532 -1.102 -0.905  -0.045
34 O -2.763 4.866 -2.269  -0.569
35 C 2.736 1.741 0.213  0.966
36 C 0.726 -1.401 -1.617  -0.040
37 H -4.516 0.572 4.535  0.283
38 O -0.461 1.312 -5.883  -0.468
39 O -0.649 -0.067 1.158  0.235
40 H 3.714 0.733 1.965  -0.211
41 C -0.400 2.521 -5.082  -0.113
42 H 5.670 -2.689 1.819  -0.381
43 C -5.710 -0.541 -0.299  -0.684
44 H 0.407 0.125 3.225  -1.212
45 H -2.804 -0.232 3.112  -0.544
46 H -2.557 -4.100 -0.292  0.262
47 C -4.644 0.208 0.437  0.364
48 O 3.780 2.871 1.913  -0.345
49 H -0.960 4.122 0.233  -0.396
50 H 1.024 -2.019 3.851  0.087
51 H 7.175 -1.793 1.661  0.456
52 O -0.216 -4.845 0.818  -0.170
53 C 3.822 1.549 1.262  -0.013
54 O 0.891 -6.414 -0.894  -0.626
55 H 2.696 1.061 -0.633  -0.398
56 H -3.388 6.716 1.663  0.318
57 C 1.209 -1.278 4.624  0.121
58 H -3.317 -5.663 0.237  0.565
59 H 0.611 2.795 -4.796  -0.297
60 S 3.633 4.060 0.837  0.882
61 C -4.447 5.036 0.825  0.075
62 O 2.592 5.025 1.045  -0.556
63 O -4.105 -4.150 -2.816  -0.342
64 O 0.010 -4.207 -1.606  -0.515
65 H -0.483 -2.877 -0.497  -0.529
66 S 3.420 -4.098 2.829  1.291
67 O 3.161 -2.614 2.304  -0.454
68 O -3.838 -1.136 5.359  -0.411
69 O -3.786 2.763 3.450  -0.650
70 H -2.298 2.224 -4.024  0.449
71 H -1.360 -2.791 -3.830  0.295
72 H -6.560 -0.654 0.380  0.416
73 H -5.525 5.158 0.759  0.302
74 O -1.501 6.925 -2.902  -0.633
75 O -2.885 4.957 2.616  -0.369
76 H -0.316 5.479 1.071  0.630
77 H 7.550 -3.391 -0.191  0.364
78 H 2.648 -1.651 0.638  -0.827
79 C 6.565 -2.933 -0.113  -0.505
80 O -0.256 4.914 -2.251  -0.308
81 H 3.301 4.796 -2.104  -0.271
82 O 3.136 2.999 -0.320  -0.108
83 H 1.158 5.934 -0.892  0.318
84 S -2.455 -1.980 5.524  1.051
85 O -1.647 -0.966 4.574  -0.114
86 C 4.512 3.520 -3.415  -0.337
87 H -3.850 0.648 -0.166  -0.183
88 O -4.275 3.622 1.154  -0.348
89 H -3.156 -2.442 -2.243  -0.947
90 H 1.348 -2.725 1.253  0.316
91 C -3.859 5.797 2.005  -0.401
92 C -3.608 0.249 5.032  -0.307
93 H 0.744 -1.092 -2.663  -0.207
94 O -1.573 -5.897 -0.804  -0.504
95 O 3.943 2.498 -4.211  -0.456
96 O 0.306 -0.943 -4.881  -0.638
97 H -6.032 0.000 -1.185  0.387
98 O 4.659 -4.123 3.524  -0.634
99 O -3.989 -0.819 1.224  -0.172
100 H 1.731 1.684 0.639  -0.628
101 C 6.272 -2.099 1.134  0.429
102 O -3.602 -6.574 -3.093  -0.530
103 C -0.546 5.121 0.072  0.140
104 O 6.182 -2.208 -1.278  -0.445
105 O -4.186 -5.177 -5.095  -0.615
106 H -2.589 -3.046 -5.065  0.491
107 C -1.580 -4.938 1.313  -0.238
108 O -2.070 -0.471 -5.417  -0.659
109 O 1.661 2.166 -5.239  -0.472
110 O 2.247 -4.638 3.458  -0.576
111 O 2.341 0.686 3.879  -0.215
112 S -4.431 -2.338 0.861  0.707
113 S -0.781 0.157 -0.265  0.037
114 O -0.858 0.793 -3.612  0.089
115 H -4.596 6.003 2.782  0.383
116 H 2.231 -4.220 -0.363  -0.309
117 C 2.424 -2.607 1.104  1.016
118 H 1.069 4.161 -1.014  -0.429
119 O -2.007 2.719 1.781  -0.263
120 H -1.036 -2.634 -2.123  -0.636
121 O -2.108 -4.681 -3.894  -0.322
122 S 3.413 -0.042 4.916  1.155
123 O 4.929 4.534 0.424  -0.655
124 H 5.235 4.004 -4.073  0.392
125 S 5.390 -0.817 -0.980  0.898
126 C 2.967 -3.828 0.330  0.456
127 O 6.124 0.307 -1.439  -0.566
128 C 1.047 0.177 4.103  1.481
129 S 2.314 2.373 -3.968  0.338
130 H 3.626 5.540 -3.618  0.446
131 S -0.074 -5.353 -0.756  1.043
132 H -3.424 0.790 5.960  0.328
133 C -1.226 2.129 -3.840  -0.260
134 H -3.929 5.104 -0.128  -0.099
135 C -2.417 0.105 4.076  0.808
136 H -4.193 -2.199 -3.715  0.550
137 O -1.987 -1.932 6.885  -0.590
138 O 3.221 0.591 6.187  -0.614
139 C -3.539 -2.869 -3.167  1.226
140 H 0.516 0.788 4.836  0.262
141 O 0.626 -0.130 -0.951  0.449
142 H 4.993 3.074 -2.547  0.106
143 H 3.738 -3.448 -0.350  -0.041

Computed properties:
net charge = 0

---

Calculated maximum force (eV/Å), listed in the same order as above: 2.51 0.33 8.22
Calculated ΔE to the lowest compared entry with this formula, charge and spin (kJ/mol), listed in the same order as above: 190.0 99.7 625.9